{"formula": "C3H7ClOS", "method": "ωB97M-V/def2-TZVPD", "smiles": "CC[C@@](O)(S)Cl", "orbital_gap_ev": 10.20, "species": ["C", "C", "C", "O", "S", "Cl", "H", "H", "H", "H", "H", "H", "H"], "positions_angstrom": [[1.327, -0.179, -0.200], [-0.147, -0.573, -0.716], [-1.202, -0.036, 0.148], [-1.002, -0.303, 1.473], [-1.431, 1.902, -0.024], [-2.759, -0.820, -0.306], [1.137, -0.146, 0.931], [1.802, 0.778, -0.614], [2.102, -0.952, -0.407], [-0.113, -1.699, -0.865], [-0.028, -0.277, -1.797], [-1.675, -0.121, 2.109], [-0.130, 1.995, 0.149]], "nbo_charge": [-0.636, -0.514, 0.227, -0.731, -0.073, -0.067, 0.232, 0.211, 0.224, 0.246, 0.256, 0.507, 0.120]}


{"formula": "C6H5BrClN3", "method": "ωB97M-V/def2-TZVPD", "orbital_gap_ev": 8.68, "species": ["C", "C", "C", "C", "C", "C", "N", "N", "N", "Cl", "Br", "H", "H", "H", "H", "H"], "positions_angstrom": [[0.941, 2.399, 0.451], [1.622, 1.235, 0.232], [-0.505, 0.901, 0.292], [-0.279, -1.730, -0.939], [0.838, -1.156, -0.110], [-2.084, -0.593, 0.031], [-0.409, 2.170, 0.478], [-1.507, -1.447, -0.869], [0.660, 0.257, 0.116], [-2.253, -1.215, 1.663], [-3.655, 0.241, -0.637], [1.321, 3.389, 0.602], [2.665, 1.016, 0.138], [-0.010, -2.460, -1.694], [0.856, -1.692, 0.853], [1.799, -1.315, -0.605]], "nbo_charge": [-0.084, -0.123, 0.412, 0.199, -0.288, 0.000, -0.497, -0.476, -0.404, 0.033, 0.140, 0.211, 0.215, 0.195, 0.236, 0.230]}


{"formula": "C19H19F3N3O5PdSSi", "method": "ωB97M-V/def2-TZVPD", "orbital_gap_ev": 7.46, "charge": -1, "species": ["Pd", "O", "C", "N", "C", "O", "C", "C", "C", "C", "C", "N", "C", "C", "C", "C", "C", "N", "H", "H", "H", "H", "H", "H", "H", "H", "F", "C", "F", "F", "S", "O", "O", "O", "C", "H", "H", "C", "Si", "C", "C", "C", "C", "H", "H", "H", "H", "H", "H", "H", "H", "H"], "positions_angstrom": [[0.202, 1.126, 0.014], [-2.579, -0.386, 2.929], [-1.772, 0.191, 2.218], [-1.889, 0.761, 1.014], [-2.808, 0.539, 0.069], [-3.889, -0.031, 0.106], [-2.367, 1.099, -1.306], [-3.345, 1.258, -2.278], [-3.005, 1.762, -3.519], [-1.684, 2.093, -3.771], [-0.750, 1.898, -2.772], [-1.085, 1.412, -1.578], [-0.327, 0.319, 2.767], [-0.131, 0.067, 4.118], [1.136, 0.157, 4.661], [2.199, 0.475, 3.831], [1.942, 0.698, 2.494], [0.716, 0.633, 1.977], [-4.353, 0.973, -2.015], [-3.762, 1.898, -4.281], [-1.367, 2.495, -4.723], [0.297, 2.133, -2.915], [-1.002, -0.195, 4.701], [1.295, -0.017, 5.718], [3.211, 0.558, 4.202], [2.738, 0.944, 1.804], [1.791, 5.023, 3.269], [0.792, 4.434, 2.575], [0.388, 3.374, 3.303], [-0.224, 5.295, 2.514], [1.421, 3.920, 0.872], [1.585, 5.237, 0.247], [2.434, 2.108, -2.307], [0.157, 3.219, 0.403], [2.588, 1.278, -1.441], [2.448, 0.203, -1.624], [2.957, 1.563, -0.438], [-0.546, -4.672, -0.062], [0.412, -3.653, -1.309], [-0.405, -3.799, -2.992], [2.169, -4.310, -1.427], [0.432, -1.911, -0.796], [0.345, -0.737, -0.480], [-0.598, -5.723, -0.360], [-1.564, -4.292, 0.038], [-0.078, -4.618, 0.923], [-0.438, -4.838, -3.330], [0.138, -3.213, -3.737], [-1.428, -3.419, -2.952], [2.179, -5.358, -1.738], [2.675, -4.237, -0.462], [2.749, -3.735, -2.152]], "nbo_charge": [0.860, -0.606, 0.649, -0.773, 0.646, -0.611, 0.160, -0.219, -0.161, -0.256, 0.069, -0.409, 0.167, -0.213, -0.156, -0.254, 0.058, -0.418, 0.249, 0.211, 0.219, 0.241, 0.251, 0.213, 0.220, 0.206, -0.347, 0.722, -0.344, -0.321, 1.474, -0.979, -0.565, -1.020, 0.251, 0.139, 0.105, -1.102, 1.611, -1.100, -1.099, -0.723, -0.132, 0.221, 0.247, 0.236, 0.221, 0.234, 0.241, 0.222, 0.234, 0.233]}


{"formula": "C34H39F5N8O6S2Ta", "method": "ωB97M-V/def2-TZVPD", "orbital_gap_ev": 6.82, "charge": 3, "species": ["Ta", "C", "N", "C", "C", "N", "C", "C", "C", "C", "C", "C", "N", "C", "N", "C", "C", "C", "C", "C", "C", "N", "H", "H", "H", "H", "H", "H", "H", "H", "H", "H", "H", "H", "H", "H", "H", "C", "O", "H", "H", "H", "H", "F", "C", "C", "F", "C", "F", "C", "S", "C", "F", "C", "F", "C", "C", "S", "O", "O", "C", "C", "N", "C", "N", "C", "C", "N", "O", "O", "C", "H", "H", "H", "H", "H", "H", "H", "H", "H", "H", "H", "H", "H", "C", "C", "C", "O", "H", "H", "H", "H", "H", "H", "H"], "positions_angstrom": [[-1.556, -0.689, 0.015], [0.435, -0.029, 2.469], [0.412, -0.818, 1.218], [0.737, -2.236, 1.461], [-0.548, -2.938, 1.722], [-1.704, -2.439, 1.267], [-2.700, -3.385, 1.618], [-4.074, -3.424, 1.404], [-4.760, -4.518, 1.893], [-4.113, -5.555, 2.582], [-2.752, -5.530, 2.799], [-2.074, -4.428, 2.298], [-0.717, -4.096, 2.338], [-0.471, 1.128, 2.262], [-1.364, 1.098, 1.278], [-2.085, 2.308, 1.359], [-3.116, 2.816, 0.571], [-3.618, 4.053, 0.926], [-3.112, 4.768, 2.024], [-2.083, 4.275, 2.802], [-1.585, 3.030, 2.439], [-0.560, 2.243, 2.977], [0.055, -0.633, 3.298], [1.450, 0.289, 2.720], [1.192, -0.460, 0.558], [1.205, -2.637, 0.557], [1.445, -2.364, 2.282], [-4.601, -2.649, 0.871], [-5.828, -4.581, 1.737], [-4.694, -6.391, 2.947], [-2.244, -6.326, 3.327], [0.012, -4.645, 2.773], [-3.509, 2.273, -0.279], [-4.418, 4.488, 0.343], [-3.537, 5.733, 2.262], [-1.691, 4.830, 3.643], [0.020, 2.486, 3.768], [-1.420, 1.309, -2.699], [-1.093, 1.069, -1.293], [-0.501, 1.417, -3.272], [-2.026, 2.208, -2.769], [-1.984, 0.450, -3.043], [-0.675, 1.850, -0.906], [-7.810, 1.279, 2.754], [-6.896, 0.809, 1.942], [-7.172, 0.663, 0.588], [-8.354, 0.993, 0.118], [-6.194, 0.174, -0.266], [-6.458, 0.046, -1.555], [-4.936, -0.171, 0.220], [-3.721, -0.808, -0.883], [-4.698, -0.022, 1.574], [-3.478, -0.369, 2.048], [-5.645, 0.462, 2.445], [-5.372, 0.601, 3.731], [6.729, 4.883, -1.538], [7.548, 3.819, -0.824], [6.641, 2.339, -0.491], [7.503, 1.375, 0.143], [5.385, 2.661, 0.162], [6.170, 1.671, -2.090], [5.695, 0.230, -1.881], [4.246, 0.132, -1.630], [3.681, -0.151, -0.438], [2.349, -0.172, -0.533], [2.051, 0.098, -1.839], [3.205, 0.280, -2.521], [3.320, 0.602, -3.919], [4.424, 0.806, -4.372], [2.268, 0.652, -4.531], [4.438, -0.424, 0.811], [7.327, 5.787, -1.637], [5.832, 5.126, -0.972], [6.445, 4.570, -2.543], [7.872, 4.136, 0.170], [8.435, 3.505, -1.376], [7.006, 1.705, -2.786], [5.374, 2.313, -2.462], [6.181, -0.199, -1.006], [5.951, -0.392, -2.733], [1.050, 0.166, -2.223], [5.168, 0.360, 1.003], [4.955, -1.384, 0.762], [3.742, -0.447, 1.649], [-0.579, -2.033, -3.716], [-0.206, -2.526, -2.340], [-0.734, -3.901, -2.008], [-0.776, -1.584, -1.336], [-0.190, -2.736, -4.454], [-0.143, -1.059, -3.935], [-1.664, -1.996, -3.832], [0.872, -2.458, -2.185], [-1.820, -3.932, -2.112], [-0.461, -4.210, -0.997], [-0.306, -4.623, -2.702]], "lowdin_charge": [1.708, -0.066, -0.167, -0.092, -0.294, -0.011, -0.184, -0.012, -0.025, -0.026, 0.026, -0.154, 0.226, -0.267, -0.033, -0.207, -0.017, -0.029, -0.024, 0.032, -0.146, 0.229, 0.153, 0.147, 0.067, 0.140, 0.149, 0.072, 0.126, 0.129, 0.133, 0.198, 0.104, 0.126, 0.129, 0.134, 0.198, -0.022, -0.296, 0.096, 0.111, 0.069, 0.120, 0.199, -0.109, -0.119, 0.189, -0.222, 0.135, -0.481, 0.807, -0.246, 0.030, -0.129, 0.166, -0.100, -0.287, 0.649, -0.300, -0.327, -0.195, -0.104, 0.076, -0.281, 0.092, -0.046, -0.118, -0.319, 0.136, 0.099, 0.031, 0.091, 0.080, 0.077, 0.119, 0.116, 0.128, 0.100, 0.113, 0.139, 0.081, 0.071, 0.110, 0.074, -0.016, -0.392, -0.017, -0.364, 0.114, 0.071, 0.101, 0.138, 0.102, 0.076, 0.111]}


Which HOMO belongs to each record? In order, -9.517; -8.980; -4.914; -16.397 eV.
Which ΔE to the lowest compared entry with this formula, charge and spin belongs to each record? In order, 103.0; 241.4; 226.1; 83.4 kJ/mol.